21
Properties=species:S:1:pos:R:3 method="wB97M-V/def2-TZVPD" gap_ev=6.91 charge=-1 e_above_lowest_kcal_mol=16.7 largest_force_ha_per_bohr=0.0414
C 1.266 -1.724 -0.654
O 1.572 -1.420 0.645
C 1.136 -0.378 -1.483
C 0.753 0.752 -0.597
C -0.618 0.537 0.049
C -1.783 1.461 -0.311
O -2.117 2.307 0.828
H 2.149 -2.251 -1.098
H 0.418 -2.431 -0.815
H 2.083 -0.206 -2.002
H 0.475 -0.562 -2.345
H 0.767 1.708 -1.126
H 1.497 0.730 0.206
H -0.852 -0.526 0.062
H -0.440 0.742 1.114
H -1.589 2.162 -1.109
H -2.694 0.879 -0.514
H -1.943 1.840 1.639
H 0.077 -1.630 3.155
H 0.225 -0.952 1.792
O -0.381 -1.039 2.563

23
Properties=species:S:1:pos:R:3 method="wB97M-V/def2-TZVPD" gap_ev="3.85 / 3.80" e_above_lowest_kcal_mol=40.9 largest_force_ha_per_bohr=0.0473
C 0.169 -0.417 -2.861
C -0.436 -2.949 1.020
C 0.801 3.366 1.566
C -0.142 0.343 -1.597
C -0.927 -1.852 0.105
O 1.740 -1.207 -0.296
O -1.052 3.017 3.378
O 0.320 0.451 1.066
P 0.428 -0.568 -0.046
S 0.280 2.529 3.077
H 1.227 -0.670 -2.891
H -0.407 -1.337 -2.927
H -0.068 0.197 -3.732
H -0.189 -2.540 1.998
H -1.200 -3.719 1.142
H 0.460 -3.404 0.605
H 1.031 2.568 0.858
H -0.002 3.994 1.198
H 1.699 3.945 1.758
H -1.203 0.555 -1.479
H 0.417 1.280 -1.556
H -1.804 -1.347 0.505
H -1.144 -2.234 -0.892

22
Properties=species:S:1:pos:R:3 method="wB97M-V/def2-TZVPD" gap_ev="5.95 / 5.90" charge=+2 e_above_lowest_kcal_mol=76.9 largest_force_ha_per_bohr=0.0877
C -1.991 0.335 0.044
O -1.213 -0.746 -0.215
C -0.988 -1.033 -1.589
C 0.120 -2.045 -1.707
O -0.256 -3.242 -1.078
C 0.695 -4.267 -1.227
H -2.808 -0.070 0.657
H -2.254 0.964 -0.820
H -0.689 -0.115 -2.119
H -1.918 -1.422 -2.037
H 1.043 -1.641 -1.252
H 0.319 -2.214 -2.781
H 1.666 -3.977 -0.790
H 0.317 -5.153 -0.705
H 0.849 -4.516 -2.292
Y 0.669 1.307 0.792
O -1.632 1.544 1.236
H -1.220 1.105 2.026
C -2.582 2.586 1.542
H -2.260 3.047 2.479
H -2.593 3.330 0.741
H -3.559 2.094 1.514

26
Properties=species:S:1:pos:R:3 method="wB97M-V/def2-TZVPD" gap_ev=2.49 charge=+2 e_above_lowest_kcal_mol=0.0 largest_force_ha_per_bohr=0.0569
Tl -0.594 -1.536 0.669
O -2.863 1.818 3.809
C -2.885 0.558 3.448
O -3.739 -0.223 3.889
O -1.921 0.105 2.795
H -1.971 1.956 3.440
C 2.316 -1.991 -1.896
C 3.037 -1.997 -0.555
O 2.423 -1.095 0.384
O 1.008 -2.475 -1.639
H 2.883 -2.506 -2.672
H 2.173 -0.980 -2.289
H 4.115 -1.864 -0.638
H 2.938 -2.997 -0.130
H 2.958 -0.312 0.543
H 0.737 -2.937 -2.440
C -1.656 1.984 -0.371
C -0.450 1.679 -1.333
O 0.445 0.740 -0.691
O -2.397 0.804 -0.134
H -2.399 2.679 -0.776
H -1.327 2.512 0.528
H -0.006 2.650 -1.544
H -0.825 1.170 -2.219
H 1.238 1.237 -0.466
H -3.237 1.022 0.287

20
Properties=species:S:1:pos:R:3 method="wB97M-V/def2-TZVPD" gap_ev=10.86 smiles="C[P@H](=O)C(C)(C)C" e_above_lowest_kcal_mol=10.4 largest_force_ha_per_bohr=0.1089
C -1.015 1.053 1.991
P -1.341 0.804 0.175
O -2.671 0.397 -0.130
C 0.102 -0.254 -0.458
C 1.436 0.424 -0.277
C 0.069 -1.598 0.261
C -0.249 -0.418 -1.990
H -0.709 0.107 2.263
H -0.253 1.719 2.446
H -2.067 1.202 2.381
H -1.077 2.110 -0.211
H 1.436 1.525 -0.371
H 1.790 0.305 0.792
H 2.223 0.039 -0.880
H -0.819 -2.183 0.089
H 0.327 -1.348 1.348
H 0.983 -2.358 0.002
H 0.197 -1.208 -2.491
H -1.291 -0.498 -2.169
H 0.001 0.589 -2.468

20
Properties=species:S:1:pos:R:3 method="wB97M-V/def2-TZVPD" gap_ev="9.04 / 7.02" multiplicity=3 e_above_lowest_kcal_mol=13.9 largest_force_ha_per_bohr=0.0688
C -1.392 1.082 0.427
C -0.302 -0.465 -1.069
C -2.349 -1.278 0.449
C 3.342 1.206 -0.341
C -1.076 -0.408 0.238
P 0.110 -0.986 1.685
S 4.962 0.414 -0.237
H -0.629 1.710 0.105
H -2.266 1.183 -0.170
H -1.637 1.341 1.456
H 0.072 -1.572 -1.386
H 0.652 0.169 -1.006
H -1.053 0.099 -1.743
H -2.283 -2.187 1.088
H -3.062 -0.575 0.818
H -2.691 -1.548 -0.502
H 2.471 0.478 0.054
H 2.991 1.421 -1.331
H 3.551 2.109 0.376
H 0.589 -2.192 1.088